(1)
Density functional theory data (ωB97M-V/def2-TZVPD) for the molecule C6H8N2O at a distorted geometry.

Highest occupied orbital energy   -8.37 eV
Lowest unoccupied orbital energy   0.882 eV
Net charge   0
SMILES string   Nn1cc2c(c1)[C@H](O)C2

```
17
Properties=species:S:1:pos:R:3:forces:R:3:nbo_charge:R:1
O -2.863450 -1.019085 -0.442862 0.18 0.03 -1.42 -0.700
N 1.654066 -0.193975 -0.041717 1.41 -1.87 -0.03 -0.183
N 2.995149 -0.547208 -0.053390 0.94 -0.08 -0.24 -0.657
C 1.130594 1.048333 -0.211143 -1.60 0.95 0.37 -0.080
C -0.237359 0.836966 -0.015899 0.92 -1.45 -0.57 -0.100
C -1.924341 -0.424230 0.404158 -0.54 0.63 0.30 0.124
C -0.438550 -0.600422 0.158199 -1.93 2.69 0.35 -0.170
C 0.729464 -1.220536 0.197716 2.05 0.24 -0.53 -0.042
C -1.704060 1.160725 0.143591 -0.84 -0.55 0.32 -0.426
H -1.994897 1.752442 1.021929 0.19 0.10 -0.31 0.213
H -2.279269 1.508237 -0.747367 0.51 -0.16 0.58 0.205
H 1.778259 1.930923 -0.429690 -0.73 -1.05 0.35 0.223
H 1.115284 -2.228441 0.271901 -0.17 0.20 0.12 0.227
H -2.638734 -0.729314 -1.353155 -0.28 -0.42 0.66 0.460
H 3.535045 -0.077685 0.665517 -0.22 0.06 -0.15 0.360
H 3.457165 -0.475869 -0.962525 -0.48 0.19 0.35 0.359
H -2.314363 -0.720869 1.394738 0.59 0.49 -0.14 0.186
```
Forces are in eV/Å.

=====

(2)
Density functional theory data (ωB97M-V/def2-TZVPD) for the molecule C6H8N2O at a distorted geometry.

Highest occupied orbital energy   -8.74 eV
Lowest unoccupied orbital energy   0.788 eV
Net charge   0

```
17
Properties=species:S:1:pos:R:3:forces:R:3:nbo_charge:R:1
O -1.748376 1.372794 2.171802 0.38 0.35 -2.26 -0.697
N -0.622324 -2.805127 -1.705873 0.24 0.68 -0.07 -0.352
N -1.615838 -2.358832 -0.922497 -1.55 -2.33 -0.03 -0.291
C -1.192139 -1.338936 -0.257431 -0.89 2.30 2.61 -0.035
C 0.430406 -1.937953 -1.609614 1.91 -0.27 0.76 -0.065
C 0.158028 -0.975339 -0.616555 -0.44 -0.99 0.65 -0.143
C 0.179909 0.939297 1.217794 1.01 -1.04 -1.46 -0.583
C 0.881132 0.247917 0.020270 -3.84 1.33 -2.84 -0.412
C -1.199590 1.342239 0.889628 -0.64 0.28 3.05 0.299
H 1.926656 0.285216 0.008941 1.44 -0.35 0.12 0.223
H -2.579086 1.830339 2.056262 -0.70 0.03 0.17 0.491
H 0.640058 1.914887 1.352759 0.27 0.47 -0.24 0.261
H 0.478297 0.988980 -0.769483 1.44 -0.50 0.71 0.230
H -0.624529 -3.768249 -2.130394 -0.28 1.96 0.65 0.422
H -1.954425 -0.822398 0.640687 2.47 -1.71 -3.13 0.221
H 1.369793 -2.234949 -2.125693 -0.80 0.68 0.47 0.213
H 0.280437 0.506226 2.183705 -0.03 -0.88 0.84 0.217
```
Forces are in eV/Å.

=====

(3)
Density functional theory data (ωB97M-V/def2-TZVPD) for a cluster of 2 separate species, C6H8N2O2 in total at a distorted geometry.

Highest occupied orbital energy   -8.44 eV
Lowest unoccupied orbital energy   0.471 eV
Net charge   0

```
18
Properties=species:S:1:pos:R:3:forces:R:3:nbo_charge:R:1
O -2.344917 0.392394 0.212643 1.08 1.86 -2.30 -0.722
O -0.874357 2.642882 -0.493610 -0.52 1.27 -0.78 -0.515
N 0.938641 -2.652834 0.066467 1.15 -1.12 -0.85 -0.466
N -0.336509 -0.905217 0.210974 -0.14 0.56 -2.22 -0.406
C 1.307073 1.936054 0.290221 2.07 2.97 0.33 -0.763
C 0.412975 -1.788141 0.875898 -0.39 -0.71 1.22 0.182
C -1.057222 0.185571 0.734149 -0.18 3.53 -1.66 0.183
C 0.614076 -2.300523 -1.257925 -2.04 0.45 1.57 -0.103
C -0.210593 -1.201444 -1.167035 -0.50 0.62 1.60 -0.105
C -0.105885 2.001501 0.104312 -2.59 -4.42 1.37 0.634
H 1.763831 2.943298 0.632307 -0.76 -1.34 -0.87 0.251
H 1.748855 1.631921 -0.650666 0.23 -0.01 -0.25 0.274
H 0.347934 -1.827362 2.000019 0.53 -0.04 -1.44 0.201
H -2.293240 1.152765 -0.542371 0.02 -2.25 2.62 0.490
H -1.144253 0.123566 1.789684 0.27 -0.02 0.98 0.175
H 1.561393 1.252708 1.039833 0.31 -1.22 0.96 0.246
H -0.877388 -0.581418 -1.753776 0.46 -0.46 -0.66 0.221
H 0.549586 -3.005721 -2.091125 1.00 0.34 0.38 0.222
```
Forces are in eV/Å.

=====

(4)
Density functional theory data (ωB97M-V/def2-TZVPD) for the molecule C6H8N2O2 at a distorted geometry.

Highest occupied orbital energy   -8.71 eV
Lowest unoccupied orbital energy   0.507 eV
Net charge   0

```
18
Properties=species:S:1:pos:R:3:forces:R:3:nbo_charge:R:1
O -2.447949 1.432329 -0.399547 -0.74 0.31 -0.40 -0.592
O 2.445116 1.718032 0.527724 0.65 -0.87 -4.83 -0.660
N -0.522747 -0.019013 0.604663 6.54 1.03 -0.31 0.059
N -1.663776 -0.356252 0.709461 -3.43 -2.30 1.44 -0.428
C 2.342991 -0.179389 -1.136833 -1.47 1.35 0.86 -0.398
C -2.652209 0.332680 0.064938 0.72 0.77 0.06 0.631
C 0.653579 0.060075 0.597011 -3.07 0.76 0.30 0.233
C -3.855035 -0.529036 0.055558 -3.10 1.74 -2.43 -0.713
C 2.984061 -0.729847 0.158173 -1.37 1.50 -1.86 -0.412
C 1.961452 0.456354 0.239239 2.01 -2.33 -1.00 0.147
H 1.431371 -0.532159 -1.731223 1.80 0.04 0.99 0.239
H 4.017576 -0.428473 0.127712 0.16 -0.13 0.70 0.238
H -4.575439 -0.337665 0.889836 1.12 -0.79 -0.18 0.253
H 2.693632 -1.686214 0.532676 0.03 -0.39 0.17 0.230
H -3.462943 -1.504662 -0.174921 -0.61 -0.69 0.69 0.241
H -4.544142 -0.216346 -0.843167 1.47 -0.49 1.37 0.225
H 2.268309 1.902569 1.377228 -0.88 1.16 4.90 0.473
H 2.926153 0.617011 -1.598535 0.17 -0.66 -0.47 0.232
```
Forces are in eV/Å.

=====

(5)
Density functional theory data (ωB97M-V/def2-TZVPD) for the molecule C6H8N2O2 at a distorted geometry.

Highest occupied orbital energy   -8.28 eV
Lowest unoccupied orbital energy   -0.097 eV
Net charge   0
SMILES string   N[C@H]1\C=C/C=C\C=[N+](\[O-])O1

```
18
Properties=species:S:1:pos:R:3:forces:R:3:nbo_charge:R:1
O -0.931811 0.286479 -0.616271 -0.10 -0.22 -0.19 -0.396
O -0.749298 2.468153 -1.075281 -1.27 0.49 0.49 -0.504
N -0.220570 1.352115 -1.085320 -1.04 0.98 0.51 0.377
N -2.466716 -0.140377 1.173402 -2.33 -0.50 -1.25 -0.829
C -1.149425 0.249473 0.895667 0.10 -2.09 -1.50 0.182
C 1.650160 -0.928855 -0.355932 3.12 -1.02 -1.97 -0.239
C 1.756191 -0.045113 -1.350585 -2.47 3.08 -1.01 -0.196
C -0.252346 -0.867419 1.335962 1.72 1.40 -0.97 -0.196
C 0.943639 1.175126 -1.571948 0.98 -3.61 1.74 -0.071
C 0.969136 -1.180144 0.854449 -0.14 -1.46 2.12 -0.197
H -0.868672 1.224115 1.213394 -0.01 0.85 0.54 0.210
H 1.602560 -1.922277 1.493665 -1.63 1.10 -1.14 0.217
H -2.632901 -1.166291 0.809008 0.13 3.00 0.85 0.385
H -3.227295 0.566385 0.848387 1.93 -1.95 0.58 0.398
H 1.337505 2.044138 -1.941815 1.05 1.77 -1.21 0.214
H 2.440242 -1.693962 -0.523180 -0.53 0.29 0.36 0.210
H -0.574744 -1.456167 2.129488 -0.65 -0.56 1.60 0.213
H 2.374345 0.034621 -2.233090 1.15 -1.57 0.44 0.223
```
Forces are in eV/Å.

=====

(6)
Density functional theory data (ωB97M-V/def2-TZVPD) for the molecule C6H8N2O2 at a distorted geometry.

Highest occupied orbital energy (alpha / beta)   -8.24 / -8.40 eV
Lowest unoccupied orbital energy (alpha / beta)   -0.919 / -0.899 eV
Net charge   0
SMILES string   C/C(=C/C=C\N=O)C(N)=O

```
18
Properties=species:S:1:pos:R:3:forces:R:3:nbo_charge:R:1
O -0.519818 0.893627 -1.811158 0.30 0.15 0.73 -0.602
O -2.165971 0.801306 1.246248 -0.73 -0.07 -0.12 -0.426
N 0.009191 2.103650 0.040812 0.42 0.67 -2.18 -0.841
N -1.563625 -0.203726 0.881623 2.00 1.65 2.04 0.065
C 0.447350 -1.519514 -0.451708 -0.32 2.77 1.56 -0.243
C 2.022529 0.306881 0.559555 0.10 -4.60 -0.02 -0.686
C 0.724514 -0.178329 0.007423 -2.25 -0.87 -2.19 0.102
C -1.876435 -1.029091 -0.050203 2.05 -3.21 -1.38 -0.074
C -0.100957 0.966809 -0.666955 1.37 -1.40 -1.03 0.630
C -0.871721 -1.945761 -0.530707 1.24 4.92 1.73 -0.107
H -0.247068 2.876819 -0.553719 -0.55 0.46 0.79 0.406
H 1.354625 -2.030520 -0.617948 0.47 -1.46 -0.21 0.219
H 2.090635 1.316572 0.473102 0.83 2.63 -0.38 0.245
H -2.847857 -1.179745 -0.354822 -2.32 -0.11 -0.47 0.209
H 2.010116 0.001071 1.579638 -0.01 0.21 1.33 0.247
H 2.881057 -0.355106 0.219962 -0.83 1.14 -0.24 0.239
H -0.251720 1.995226 0.972933 -0.56 0.58 1.81 0.411
H -1.094842 -2.820166 -0.944082 -1.20 -3.46 -1.78 0.206
```
Forces are in eV/Å.

=====

(7)
Density functional theory data (ωB97M-V/def2-TZVPD) for a cluster of 2 separate species, C6H8N2O2 in total at a distorted geometry.

Highest occupied orbital energy   -9.42 eV
Lowest unoccupied orbital energy   0.098 eV
Net charge   0
SMILES string   O=c1cc[nH]c(=O)[nH]1.C=C

```
18
Properties=species:S:1:pos:R:3:forces:R:3:nbo_charge:R:1
O 1.305441 3.390452 0.694223 0.42 1.51 0.19 -0.573
O 2.880908 -0.712538 -0.488201 -0.89 1.24 0.94 -0.616
N 1.953864 1.348624 -0.015321 0.89 3.16 1.38 -0.644
N 0.624548 -0.284675 -0.620735 -1.39 -1.34 0.57 -0.625
C -2.052757 -1.468514 0.187821 0.14 -0.38 1.42 -0.397
C -0.368570 1.779921 0.326668 -2.34 -1.11 -2.40 -0.440
C 1.953124 0.072009 -0.291310 -0.86 -3.28 -2.49 0.779
C -0.457878 0.527713 -0.321439 -0.21 0.63 0.59 0.124
C -1.088675 -2.406846 0.173343 -1.84 1.40 0.89 -0.437
C 0.935864 2.315455 0.342439 0.74 -1.81 0.37 0.641
H -2.246604 -0.726333 1.014574 0.15 -1.48 -0.51 0.221
H -1.221571 2.545595 0.443327 1.30 -1.81 -0.10 0.255
H 2.823360 1.752132 0.235090 1.15 0.22 0.00 0.422
H -0.477799 -2.620368 1.024643 0.24 -0.09 0.33 0.219
H -0.903077 -2.889456 -0.735096 0.20 -1.16 -1.11 0.203
H -2.634518 -1.231613 -0.688170 -0.31 -0.43 -0.29 0.201
H 0.385450 -1.338491 -0.704778 0.81 2.54 0.02 0.433
H -1.411110 -0.053070 -0.577077 1.79 2.18 0.21 0.236
```
Forces are in eV/Å.

=====

(8)
Density functional theory data (ωB97M-V/def2-TZVPD) for a cluster of 2 separate species, C6H8N2O2S in total at a distorted geometry.

Highest occupied orbital energy (alpha / beta)   -8.93 / -8.93 eV
Lowest unoccupied orbital energy (alpha / beta)   -0.762 / -0.766 eV
Net charge   0

```
19
Properties=species:S:1:pos:R:3:forces:R:3:nbo_charge:R:1
S -0.458738 -1.243676 -0.150602 1.06 1.66 1.71 1.953
O -0.758048 -2.258584 0.838983 0.03 0.41 -0.28 -0.916
O -0.694787 -1.517178 -1.535730 0.67 -0.31 -0.83 -0.902
N -1.144711 1.506597 -0.113432 1.87 -1.07 0.07 -0.438
N -3.146488 1.526521 0.708141 -1.02 0.29 1.22 -0.517
C -1.547606 0.216183 0.151073 1.35 -0.01 0.57 -0.170
C 3.113256 -1.302314 0.033339 1.28 -0.86 -0.08 -0.462
C -2.062140 2.295679 0.328949 -2.29 -0.66 -1.64 0.162
C 2.601704 -0.393715 -1.057720 0.80 1.01 -0.80 -0.468
C 1.964792 -0.418069 0.266424 -2.10 -1.65 -2.49 -0.164
C -2.782743 0.200212 0.723578 0.63 1.16 -0.95 -0.067
H 2.137800 -0.763693 -1.945835 -0.52 -0.83 -0.13 0.242
H 3.177305 0.505237 -1.368515 -0.32 -0.55 0.68 0.211
H 3.110356 -2.393138 -0.098478 -0.63 0.57 0.00 0.245
H -4.088339 1.860781 0.926820 0.79 -0.11 0.07 0.421
H -2.220374 3.317792 -0.017308 0.36 -0.13 0.69 0.207
H 4.076645 -1.011161 0.491136 -0.74 -0.03 0.06 0.222
H 2.097846 0.475823 0.757048 -0.65 1.59 1.84 0.204
H -3.375730 -0.603304 1.062136 -0.60 -0.47 0.29 0.239
```
Forces are in eV/Å.

=====

Quick rundown of energy relative to the best compared isomer or geometry (same formula, charge and spin), same order as above: 3.196; 4.716; 3.408; 5.328; 6.297; 5.409; 2.107; 5.412 eV